{
  "formula": "C39H42Cl72F3IN3O2",
  "method": "the ωB97M-V functional and the def2-TZVPD basis",
  "elements": ["C", "O", "C", "C", "C", "C", "C", "N", "C", "O", "C", "N", "C", "C", "C", "C", "F", "C", "F", "F", "C", "N", "C", "I", "H", "H", "H", "H", "H", "H", "H", "H", "H", "H", "H", "H", "H", "H", "H", "H", "H", "H", "C", "Cl", "Cl", "Cl", "H", "C", "Cl", "Cl", "Cl", "H", "C", "Cl", "Cl", "Cl", "H", "C", "Cl", "Cl", "Cl", "H", "C", "Cl", "Cl", "Cl", "H", "C", "Cl", "Cl", "Cl", "H", "C", "Cl", "Cl", "Cl", "H", "C", "Cl", "Cl", "Cl", "H", "C", "Cl", "Cl", "Cl", "H", "C", "Cl", "Cl", "Cl", "H", "C", "Cl", "Cl", "Cl", "H", "C", "Cl", "Cl", "Cl", "H", "C", "Cl", "Cl", "Cl", "H", "C", "Cl", "Cl", "Cl", "H", "C", "Cl", "Cl", "Cl", "H", "C", "Cl", "Cl", "Cl", "H", "C", "Cl", "Cl", "Cl", "H", "C", "Cl", "Cl", "Cl", "H", "C", "Cl", "Cl", "Cl", "H", "C", "Cl", "Cl", "Cl", "H", "C", "Cl", "Cl", "Cl", "H", "C", "Cl", "Cl", "Cl", "H", "C", "Cl", "Cl", "Cl", "H", "C", "Cl", "Cl", "Cl", "H"],
  "positions_angstrom": [[-5.991, -3.911, -0.851], [-4.968, -4.056, -1.830], [-4.249, -5.258, -1.673], [-2.836, -5.218, -2.298], [-2.247, -3.785, -2.446], [-0.711, -3.823, -2.226], [-0.191, -2.860, -1.184], [0.818, -2.091, -1.555], [1.413, -1.227, -0.775], [2.473, -0.507, -1.260], [2.125, 0.131, -2.345], [1.881, 0.757, -3.225], [1.017, -1.010, 0.496], [1.739, 0.007, 1.354], [2.384, -0.650, 2.624], [3.816, -1.067, 2.396], [4.678, -0.336, 1.678], [4.246, -2.181, 2.922], [3.844, -2.542, 4.109], [5.080, -2.982, 2.353], [-0.053, -1.790, 0.956], [-0.481, -1.583, 2.262], [-0.624, -2.724, 0.089], [-2.184, -3.925, 0.845], [-6.067, -4.787, -0.197], [-6.974, -3.803, -1.320], [-5.748, -3.032, -0.240], [-4.795, -6.082, -2.162], [-4.143, -5.569, -0.624], [-2.783, -5.782, -3.233], [-2.179, -5.768, -1.608], [-2.518, -3.458, -3.455], [-2.751, -3.083, -1.778], [-0.249, -3.541, -3.184], [-0.308, -4.811, -1.986], [1.160, -2.173, -2.505], [2.560, 0.466, 0.813], [1.087, 0.823, 1.664], [2.382, 0.123, 3.395], [1.801, -1.529, 2.883], [-1.147, -0.815, 2.201], [-0.952, -2.403, 2.630], [-9.059, -4.742, 2.977], [-9.507, -5.942, 1.763], [-7.304, -4.686, 3.176], [-9.691, -3.151, 2.540], [-9.499, -5.033, 3.922], [-2.306, 1.109, -4.258], [-3.541, 1.395, -5.484], [-1.253, 2.519, -4.092], [-3.048, 0.700, -2.706], [-1.700, 0.271, -4.575], [-8.004, 0.261, 2.645], [-8.262, 1.156, 4.141], [-8.709, 1.121, 1.276], [-6.282, -0.025, 2.392], [-8.497, -0.700, 2.732], [7.963, 0.764, 1.243], [8.242, 1.898, 2.566], [7.885, 1.617, -0.303], [9.219, -0.477, 1.206], [7.011, 0.278, 1.409], [4.179, 6.327, -4.820], [4.713, 7.347, -3.480], [4.061, 7.266, -6.307], [5.264, 4.956, -5.028], [3.198, 5.947, -4.585], [-3.048, 2.228, 1.155], [-2.374, 0.609, 1.459], [-4.651, 2.092, 0.446], [-3.133, 3.161, 2.650], [-2.395, 2.740, 0.461], [10.086, 4.596, 4.565], [8.451, 3.946, 4.722], [10.243, 6.102, 5.473], [11.277, 3.415, 5.108], [10.269, 4.808, 3.520], [-2.370, -7.277, -6.604], [-3.259, -6.476, -7.895], [-1.159, -6.187, -5.911], [-3.472, -7.856, -5.352], [-1.855, -8.131, -7.024], [-7.409, -1.235, 7.075], [-8.534, -1.716, 8.346], [-5.771, -1.775, 7.452], [-7.924, -1.872, 5.512], [-7.405, -0.154, 7.015], [5.328, 7.851, -10.053], [4.333, 8.538, -11.339], [5.641, 6.139, -10.363], [6.841, 8.742, -9.889], [4.783, 7.932, -9.121], [0.982, -1.031, 6.173], [0.037, -0.284, 4.869], [2.085, 0.158, 6.860], [-0.079, -1.698, 7.411], [1.567, -1.839, 5.752], [1.017, 9.403, -7.736], [2.495, 9.504, -8.701], [1.199, 8.196, -6.462], [0.609, 10.975, -7.050], [0.208, 9.096, -8.386], [1.343, 3.623, 5.098], [-0.117, 3.533, 4.108], [0.981, 3.053, 6.721], [2.626, 2.654, 4.371], [1.680, 4.650, 5.157], [6.614, 3.013, -8.557], [4.891, 3.139, -8.219], [7.474, 2.594, -7.076], [6.935, 1.834, -9.831], [6.962, 3.981, -8.892], [-3.868, 5.493, -2.175], [-3.569, 4.846, -0.560], [-3.695, 4.198, -3.359], [-5.470, 6.223, -2.275], [-3.132, 6.259, -2.380], [6.893, -1.337, -5.150], [7.192, -0.225, -3.813], [6.864, -0.451, -6.670], [8.111, -2.619, -5.201], [5.925, -1.794, -4.992], [6.137, -5.963, -4.619], [6.151, -7.010, -3.197], [6.281, -6.909, -6.095], [4.663, -4.980, -4.648], [6.986, -5.295, -4.559], [6.174, 4.113, 8.342], [7.471, 4.819, 7.377], [6.416, 4.439, 10.059], [4.599, 4.719, 7.810], [6.189, 3.041, 8.196], [-3.008, -2.380, 10.559], [-1.583, -1.503, 11.124], [-4.484, -1.565, 11.072], [-2.971, -2.556, 8.801], [-2.995, -3.368, 10.999], [-3.814, 6.568, 5.346], [-2.627, 5.326, 4.932], [-4.680, 7.102, 3.904], [-4.940, 5.971, 6.565], [-3.285, 7.417, 5.759], [5.378, -4.284, -0.872], [6.726, -3.299, -0.312], [5.123, -5.668, 0.185], [3.901, -3.309, -1.000], [5.619, -4.654, -1.861], [3.125, 3.537, -0.350], [1.697, 3.601, -1.386], [2.729, 2.935, 1.262], [4.377, 2.504, -1.052], [3.515, 4.542, -0.247], [-12.395, -0.504, 1.733], [-14.012, -0.721, 2.401], [-11.202, -0.366, 3.031], [-11.987, -1.837, 0.648], [-12.382, 0.415, 1.162], [-5.743, -8.622, -0.290], [-4.333, -8.184, 0.684], [-7.116, -7.588, 0.105], [-5.365, -8.526, -2.013], [-6.010, -9.644, -0.058]],
  "forces_ev_per_a": [[-0.08, 0.13, 0.14], [0.21, -0.11, 0.38], [0.14, -1.01, -0.83], [0.06, 0.36, 0.66], [-0.33, -1.05, -0.16], [-0.01, 0.87, -0.63], [-0.84, -1.30, -0.96], [0.74, -0.16, -1.89], [0.56, 1.07, 1.37], [-0.17, -0.25, -0.76], [1.96, -2.58, 4.57], [-1.48, 3.09, -5.03], [0.26, 0.80, 0.97], [0.52, -0.77, 0.55], [0.71, 1.47, -0.30], [-1.29, 0.50, 0.20], [-0.25, 0.21, -1.43], [0.11, 0.25, -0.19], [-0.84, -1.46, 0.51], [1.64, -0.73, 0.37], [0.15, -0.07, 0.24], [-0.09, -0.41, -0.83], [-1.09, -0.72, 1.47], [0.41, 0.18, 0.02], [0.15, 0.08, -0.04], [0.20, 0.19, -0.07], [-0.29, -0.10, -0.06], [0.05, 0.35, 0.21], [-0.21, 0.39, -0.01], [-0.13, 0.36, -0.05], [-0.21, 0.00, -0.12], [0.43, 0.22, 0.10], [0.13, -0.16, -0.04], [0.13, -0.11, 0.22], [-0.32, -0.03, 0.07], [0.00, -0.11, -0.16], [-0.30, -0.06, -0.26], [-0.23, -0.25, -0.03], [-0.47, -0.26, 0.17], [0.15, 0.22, 0.50], [0.44, 0.04, 0.91], [-0.21, 0.12, 0.02], [0.14, 0.08, -0.13], [-0.11, 0.04, 0.06], [0.00, -0.02, 0.01], [0.17, -0.35, 0.16], [0.01, 0.01, 0.00], [0.02, 0.22, -0.03], [0.04, -0.05, 0.05], [0.42, -0.46, -0.16], [0.04, -0.12, 0.09], [0.00, 0.01, -0.01], [0.07, 0.05, 0.07], [-0.04, 0.24, -0.05], [0.15, 0.02, -0.10], [-0.07, -0.20, 0.08], [0.03, 0.01, 0.01], [0.08, 0.00, 0.03], [-0.09, -0.26, -0.30], [-0.02, -0.02, -0.02], [-0.07, -0.03, -0.01], [0.01, 0.00, -0.03], [0.34, 0.08, -0.07], [-0.08, -0.02, 0.01], [0.63, -0.22, 0.07], [-0.01, -0.07, 0.04], [-0.16, -0.05, 0.05], [-0.54, 0.32, 0.20], [-0.35, 0.27, -0.32], [0.20, -0.33, -0.03], [0.09, -0.16, -0.26], [0.08, -0.11, -0.03], [0.08, -0.06, 0.08], [0.33, 0.12, -0.41], [-0.03, -0.01, -0.05], [-0.03, 0.01, -0.06], [-0.01, 0.00, 0.01], [-0.18, 0.10, -0.04], [0.05, -0.04, 0.04], [0.05, -0.02, 0.01], [0.04, -0.02, 0.01], [0.03, 0.01, 0.03], [0.04, -0.08, 0.02], [0.03, 0.05, -0.04], [-0.18, 0.11, -0.02], [-0.04, -0.23, 0.01], [-0.01, -0.01, -0.03], [0.13, 0.04, -0.13], [0.07, -0.04, 0.02], [-0.06, 0.00, 0.02], [-0.06, -0.02, 0.04], [0.00, -0.04, 0.00], [-0.04, 0.13, 0.16], [-0.11, 0.06, 0.46], [0.24, -0.56, 0.05], [0.08, 0.04, -0.14], [-0.01, 0.03, -0.05], [0.06, 0.09, 0.17], [-0.14, 0.05, -0.01], [-0.76, 0.20, -0.07], [-0.01, -0.05, -0.05], [0.03, -0.01, -0.02], [-0.25, -0.24, 0.18], [0.17, 0.01, -0.21], [-0.09, 0.55, 0.06], [0.21, 0.05, 0.14], [-0.02, 0.00, -0.08], [-0.02, 0.02, 0.08], [-0.14, -0.02, -0.12], [0.22, 0.39, -0.06], [-0.02, 0.04, 0.05], [0.01, -0.01, -0.01], [-0.22, -0.14, -0.13], [0.13, 0.61, 0.02], [-0.33, 0.46, 0.05], [0.08, 0.03, 0.06], [0.01, -0.02, -0.01], [-0.01, 0.14, -0.17], [0.01, -0.07, 0.15], [-0.12, -0.45, 0.09], [-0.04, -0.05, 0.09], [0.03, -0.05, -0.02], [0.05, -0.24, -0.14], [0.01, 0.07, 0.00], [-0.01, 0.08, 0.07], [0.03, 0.12, 0.05], [-0.02, 0.06, 0.01], [0.13, 0.23, 0.12], [-0.40, 0.06, 0.63], [-0.04, -0.06, -0.03], [-0.03, -0.06, -0.02], [-0.02, 0.01, 0.00], [-0.05, 0.18, 0.08], [-0.01, -0.07, -0.03], [0.03, -0.06, -0.01], [0.10, -0.13, 0.07], [0.01, -0.01, -0.02], [-0.20, -0.10, -0.05], [0.00, 0.24, 0.21], [0.05, 0.01, 0.02], [0.05, 0.03, -0.01], [0.02, -0.02, -0.01], [0.35, -0.10, 0.19], [-0.07, 0.01, -0.13], [-0.06, 0.06, -0.06], [-0.08, 0.03, -0.01], [-0.11, 0.01, -0.02], [0.10, -0.21, -0.04], [0.00, 0.00, 0.09], [0.03, 0.73, -0.08], [-0.03, 0.10, -0.09], [0.04, -0.02, -0.04], [-0.10, -0.14, 0.01], [0.06, 0.05, -0.02], [-0.29, 0.11, 0.14], [-0.11, 0.18, -0.11], [0.04, 0.00, 0.01], [-0.07, 0.16, -0.06], [0.01, -0.06, 0.02], [0.12, -0.08, 0.02], [-0.05, -0.34, 0.01], [0.04, 0.00, 0.00]],
  "mulliken_charge": [-0.5861, -0.3842, 0.0816, -0.1864, -0.8232, -1.4585, 0.9009, 0.8973, -0.9707, -0.0113, 0.0729, -0.3699, -0.1272, -0.3235, 0.0256, 0.2881, -0.1847, 0.0399, -0.1994, -0.1657, -0.1891, 0.7168, -0.4240, 0.2636, 0.2094, 0.2793, 0.2324, 0.1291, -0.0427, -0.2534, 0.3714, 0.5270, 0.5699, 0.2047, 0.5163, 0.4004, 0.2088, 0.4831, -0.3123, 0.5831, -0.0855, 0.1720, -0.1660, -0.1331, -0.0932, 0.0051, 0.3692, -0.2362, -0.0908, -0.0292, 0.0453, 0.3384, 0.6837, -0.1178, -0.1120, 0.0319, -0.4642, 0.9051, -0.0260, -0.1092, -0.1393, -0.5882, -0.0111, -0.1352, -0.0342, -0.0467, 0.2158, -0.3740, -0.1123, -0.0536, 0.0404, 0.3574, 0.0377, -0.1272, -0.1209, -0.1136, 0.3342, -0.0808, -0.1077, -0.1028, -0.0709, 0.3458, -0.0472, -0.1310, -0.0514, 0.0126, 0.2273, 0.9256, -0.1357, -0.1189, -0.1267, -0.5380, 0.0035, -0.0190, -0.0792, -0.0462, 0.1566, -0.0056, -0.0838, -0.0903, -0.1183, 0.3133, -0.2854, 0.0253, -0.1029, -0.0945, 0.4353, 0.0959, -0.0880, -0.0955, -0.1258, 0.2155, -0.0851, -0.0515, -0.0824, -0.1229, 0.3242, 0.1291, -0.0644, -0.0505, -0.1476, 0.1275, 0.2312, -0.1108, -0.1179, -0.1159, 0.0905, 0.0382, -0.0722, -0.1214, -0.1138, 0.2520, 0.0600, -0.1241, -0.1161, -0.1151, 0.2936, -0.0687, -0.0376, -0.1152, -0.1179, 0.3120, 0.8334, -0.0671, -0.1277, 0.0000, -0.6019, -0.4467, -0.0435, 0.0912, -0.0325, 0.4645, 0.0095, -0.1164, -0.0729, -0.1222, 0.3037, -0.1672, -0.1146, -0.0391, -0.0997, 0.4250],
  "charge": 1,
  "e_tot_ev": -967544.9337,
  "homo_energy_ev": -11.15,
  "orbital_gap_ha": 0.282
}